# C50H55As3CsN4OPS3

C50H55As3CsN4OPS3 as an isolated structure (ωB97M-V/def2-TZVPD, OMol25).

Last column: Löwdin charge in e.
Geometry (Å):
Cs1 -0.59928 0.98607 0.39217  0.7958
As1 -2.82185 -0.31605 2.34196  1.0337
As2 -1.83024 -5.57124 3.50058  1.1149
As3 -0.58318 -2.45742 0.71013  1.0516
S1 7.52851 2.56556 -0.92532  0.5261
S2 2.58483 -0.32445 -0.52110  0.4549
S3 4.61910 1.95610 -0.64830  0.9305
P1 -0.21814 1.85771 -2.80784  1.0061
O1 -1.96905 2.41472 1.99972  -0.4611
N1 6.33727 0.14622 -1.10757  -0.1585
N2 5.16899 -0.53695 -0.99017  -0.0350
N3 1.20344 2.39411 4.75336  0.0933
N4 -0.25976 1.13346 3.70145  0.0582
C1 3.71219 2.50605 -3.72249  -0.1370
C2 -3.20379 -3.41067 1.95251  -0.7112
C3 -1.35783 6.32090 -3.28337  -0.1138
C4 8.45065 -2.83729 -1.04170  -0.1030
C5 -0.42424 4.78775 4.27321  -0.0818
C6 -2.31650 0.44899 -3.59921  -0.2522
C7 -3.27500 -0.14024 -4.46246  -0.1955
C8 2.41829 2.68396 -3.27681  -0.1365
C9 0.71516 0.34254 4.21573  -0.1587
C10 -2.23537 -3.56395 0.77900  -0.3743
C11 -3.35473 -6.38516 4.49118  -0.3534
C12 0.66906 -3.76342 1.53063  -0.3338
C13 -1.90817 5.92295 2.78363  -0.1317
C14 -4.46758 0.73763 2.17059  -0.3063
C15 -2.21955 0.97883 -6.33457  -0.1051
C16 -0.44429 5.76243 -4.16215  -0.1009
C17 -1.02974 5.95881 3.86667  -0.1510
C18 1.63688 1.09775 4.87252  -0.1122
C19 8.67959 -0.17731 -1.79270  -0.0649
C20 -0.17546 -2.97434 -1.13443  -0.3169
C21 -1.93323 5.52815 -2.30164  -0.0941
C22 -1.58246 4.19520 -2.18662  -0.0863
C23 -0.67980 3.56628 3.65092  -0.0996
C24 0.04101 2.37638 4.02351  -0.2872
C25 -2.27466 0.28675 -2.18661  -0.2109
C26 7.36992 -1.99238 -0.91161  -0.0195
C27 -0.81968 -5.18437 5.14962  -0.3493
C28 7.47644 -0.64460 -1.26773  -0.1960
C29 4.13135 0.18695 -0.74662  -1.1670
C30 -4.34363 -4.42381 1.74029  -0.0884
C31 -4.23499 -0.98191 -3.87320  -0.0808
C32 -2.50188 -3.72064 3.27111  -0.3767
C33 -1.24724 1.53352 -5.49067  -0.0961
C34 -1.64068 3.48871 2.57564  -0.4292
C35 -2.20104 4.73807 2.16654  -0.0329
C36 -3.85270 -2.02143 2.00831  -0.3607
C37 -1.30031 1.25374 -4.14834  -0.3182
C38 4.03315 1.41465 -4.51728  -0.1048
C39 9.75733 -1.03519 -1.91134  -0.1036
C40 -0.09541 4.42902 -4.05061  -0.1039
C41 -0.64394 3.63059 -3.04736  -0.3397
C42 9.65849 -2.36175 -1.52761  -0.1233
C43 -2.83614 -0.36940 4.30319  -0.3267
C44 1.74867 0.69578 -4.42640  -0.1003
C45 -3.20323 0.16302 -5.83795  -0.0616
C46 -3.26462 -0.55159 -1.69238  -0.1895
C47 6.27171 1.49084 -0.94243  -1.1062
C48 1.40055 1.80913 -3.65995  -0.3885
C49 -4.21051 -1.18487 -2.51604  -0.1201
C50 3.04810 0.50153 -4.85270  -0.0957
H1 8.77444 0.84848 -2.10645  0.0253
H2 -3.94756 -5.44065 1.65502  0.0544
H3 -5.27017 0.37986 2.82239  0.0202
H4 -1.42616 -4.58741 5.82947  0.0200
H5 -4.12233 -6.77264 3.82265  0.0007
H6 0.43498 -4.79542 1.25035  0.0082
H7 -4.88478 -4.19266 0.82405  0.0813
H8 0.08987 -4.63432 4.92146  0.0036
H9 -0.89550 -2.50736 -1.80512  0.0119
H10 3.30733 -0.37962 -5.42848  0.0958
H11 -1.62506 7.36727 -3.36959  0.0890
H12 -2.36471 6.84546 2.43568  0.0898
H13 0.62175 4.00959 -4.74238  0.0956
H14 2.17769 3.51789 -2.62636  0.1093
H15 10.68913 -0.66155 -2.31411  0.0941
H16 -2.03181 -1.00009 4.67672  -0.0007
H17 -0.19779 -4.05858 -1.26883  0.0253
H18 0.69875 -0.72319 4.07362  0.0916
H19 0.00479 6.37546 -4.93559  0.0933
H20 -4.81040 0.71881 1.13622  0.0208
H21 -0.54086 -6.11155 5.65104  0.0085
H22 -1.64066 -3.04565 3.35561  0.0496
H23 -4.97547 -1.46685 -4.50085  0.0913
H24 -3.95114 -0.25034 -6.50699  0.0954
H25 -2.18708 1.20581 -7.39484  0.0881
H26 -0.47062 2.16149 -5.90734  0.0978
H27 6.41968 -2.35326 -0.55363  0.1017
H28 -4.66381 -2.06355 2.74996  0.0693
H29 -0.81846 6.89298 4.37367  0.0768
H30 2.53250 0.84288 5.40605  0.0926
H31 -1.93243 -4.62325 0.72237  0.0537
H32 8.34652 -3.87636 -0.76097  0.0943
H33 -2.89518 4.70232 1.33654  0.0996
H34 -4.21973 1.76262 2.42605  0.0054
H35 -2.97640 -7.21982 5.08435  0.0046
H36 1.67110 -3.51050 1.18176  0.0133
H37 -2.03162 3.57534 -1.42100  0.0947
H38 1.71621 3.20442 5.05514  0.1369
H39 5.05377 1.25927 -4.84458  0.0946
H40 0.98389 -0.02260 -4.68985  0.1033
H41 0.26302 4.83113 5.11480  0.0925
H42 -4.33034 -1.85138 1.03663  0.0587
H43 -4.94181 -1.86188 -2.07977  0.0847
H44 10.50792 -3.02552 -1.61477  0.0870
H45 -3.31623 -0.74532 -0.61897  0.0293
H46 0.81432 -2.59823 -1.38763  -0.0140
H47 -2.64901 5.96166 -1.61545  0.0957
H48 -2.76817 -3.32419 -0.14717  0.0706
H49 -5.05165 -4.39758 2.57015  0.0797
H50 4.49071 3.19456 -3.41922  0.0917
H51 -3.81128 -5.66249 5.16591  0.0156
H52 -3.18300 -3.50943 4.10480  0.0788
H53 -2.63718 0.64742 4.63069  0.0114
H54 -3.79285 -0.71040 4.70844  0.0179
H55 0.66207 -3.68152 2.61942  -0.0143

Energy: -10495.94313 Eh
LUMO: 3.521 eV
Molecular weight: 1212.86 g/mol
Energy above the lowest of the compared OMol25 structures with the same formula, charge and spin: 0.0 kcal/mol
Net charge: -2

---

# C10H24BaN6O7

C10H24BaN6O7 as an isolated structure (ωB97M-V/def2-TZVPD, OMol25).

Last column: Löwdin charge in e.
Geometry (Å):
Ba1 -0.91845 0.16094 1.53628  2.0391
O1 1.39679 0.86439 -1.79236  -0.1285
O2 -2.11390 0.47746 -1.02183  -0.2208
O3 -1.23846 3.18650 1.74787  -0.1662
O4 -2.70631 -0.62895 2.93420  -0.4059
O5 1.43667 -0.07976 2.71183  -0.2069
O6 1.70507 -1.46310 -0.76410  -0.1380
O7 -2.28188 -3.04308 2.25352  -0.2414
N1 -1.33475 -2.66457 1.44694  -0.1804
N2 1.01586 1.59865 -0.79228  -0.0697
N3 0.56634 -1.83696 -0.09403  -0.0806
N4 3.55865 -0.73241 3.19834  0.1641
N5 -0.39912 2.76058 0.88783  -0.2477
N6 3.19346 0.74599 1.46894  0.1806
C1 1.26805 3.59248 -2.32211  -0.0279
C2 -0.33510 5.02275 -0.20300  -0.0299
C3 2.66308 -0.02316 2.45955  -0.6335
C4 0.79984 2.91619 -1.08373  -0.2721
C5 -2.10581 0.93085 -3.25967  0.0500
C6 0.44713 -3.16912 -0.00006  -0.2884
C7 -0.87611 -5.09222 1.04420  -0.0496
C8 1.35326 -4.15942 -0.65965  -0.0288
C9 -0.62547 -3.63818 0.84215  -0.3134
C10 0.02821 3.59007 -0.10735  -0.2797
H1 2.10229 -3.64098 -1.26293  0.0688
H2 0.00377 -5.58225 1.48559  0.0803
H3 -2.85004 1.73111 -3.28315  0.0491
H4 2.56490 1.13390 0.76570  0.0757
H5 0.41799 3.92739 -2.93660  0.0916
H6 3.20288 -1.25744 3.98058  0.1134
H7 -1.21367 1.18799 -3.83665  0.0495
H8 -3.44233 -0.42064 3.53292  0.0550
H9 0.78038 -4.84123 -1.30318  0.0863
H10 1.88847 2.91515 -2.91668  0.0748
H11 4.55177 -0.61526 3.06993  0.1037
H12 -1.07325 -5.59255 0.08590  0.0787
H13 0.56588 5.64510 -0.30395  0.0882
H14 -0.88255 5.33099 0.69234  0.0744
H15 -2.54255 -0.01177 -3.59898  0.0498
H16 -1.78047 0.76485 -2.03389  -0.0712
H17 -1.73342 -5.24097 1.70616  0.0672
H18 1.86336 -4.77925 0.09154  0.0880
H19 -2.99876 0.09339 -1.14211  0.0563
H20 1.49833 -0.52682 -1.15046  0.0184
H21 -2.69598 -1.65927 2.79151  -0.0119
H22 1.85720 4.48801 -2.07383  0.0884
H23 -0.96388 5.21524 -1.08593  0.0930
H24 4.15688 0.59059 1.20665  0.1078

Energy: -1275.95469 Eh
LUMO (spin up / spin down): -0.844 / -1.650 eV
Molecular weight: 477.67 g/mol
Net charge: 0

---

Number 1 is which compound?
C50H55As3CsN4OPS3

---

Among the records above, which one has the highest energy?
C10H24BaN6O7

---

Among the records above, which one has the highest energy?
C10H24BaN6O7